# 1
C5H8Br2 as an isolated structure at a distorted geometry. Source: the Open Molecules 2025 dataset; level of theory: ωB97M-V/def2-TZVPD.

Frontier orbital gap (eV): 9.36
LUMO level (eV): 0.46
ΔE to the lowest compared entry with this formula, charge and spin (kJ/mol): 338.35
HOMO level (eV): -8.9
E (Eh): -5343.194783

Structure (XYZ):
```
15
C5H8Br2, DFT ωB97M-V/def2-TZVPD
C 0.35265 -0.24828 3.02073
C 0.37133 0.51465 1.95728
C -0.14700 0.05577 -2.43520
C 0.54420 -0.13837 -1.03974
C -0.54920 -0.16954 0.05467
Br -1.69945 1.37345 0.02541
Br -1.45523 -1.80174 0.21935
H 0.50133 0.06529 4.02670
H 0.05529 -1.29521 2.76609
H 0.29442 1.60167 1.83595
H -0.61026 1.04401 -2.36735
H 0.51756 0.23985 -3.34204
H -0.76048 -0.80563 -2.65284
H 1.28786 -1.09441 -1.10908
H 1.29698 0.65848 -0.95993
```



# 2
One molecule with the formula C15H10OS at a distorted geometry. Source: the Open Molecules 2025 dataset; level of theory: ωB97M-V/def2-TZVPD.

Frontier orbital gap (eV): 6.69
LUMO level (eV): -1.42
ΔE to the lowest compared entry with this formula, charge and spin (kJ/mol): 22.94
HOMO level (eV): -8.1
SMILES: S=C1/C(=C/c2ccccc2)Oc2ccccc21
E (Eh): -1050.938708

Structure (XYZ):
```
27
C15H10OS, DFT ωB97M-V/def2-TZVPD
S -0.88734 -2.94935 2.42935
O -0.10297 -0.50420 -0.40588
C -1.02968 -1.77817 1.20904
C -0.15865 -0.62030 0.91510
C 0.56763 0.23134 1.58013
C 2.90320 3.71255 0.33378
C -2.49195 -2.39710 -2.50784
C -3.02281 -3.15772 -1.51874
C 3.17831 2.92466 1.47173
C 1.83332 3.24101 -0.53248
C -1.58048 -1.36904 -2.24932
C -2.57946 -3.07583 -0.21680
C 2.36354 1.79072 1.81844
C 0.97099 2.16888 -0.16916
C -1.12973 -1.29539 -0.93047
C -1.71319 -2.05998 0.01893
C 1.27598 1.35484 1.07509
H 0.49889 0.15824 2.67946
H 3.51782 4.58949 0.05205
H -2.90549 -2.52441 -3.44475
H -3.80918 -3.97268 -1.68271
H 4.04500 3.11928 2.09257
H 1.47043 3.73872 -1.43024
H -1.10877 -0.78502 -3.02936
H -3.03947 -3.70351 0.60516
H 2.69014 1.29943 2.68973
H 0.24394 1.86354 -0.85279
```



> The highest HOMO level belongs to which entry?

C15H10OS